DFT (the ωB97M-V functional and the def2-TZVPD basis) results for C4H8BrClO as an isolated structure.

Calculated values
- Relative energy (zero: lowest compared OMol25 entry of this formula, charge and spin): 124.7 kJ/mol
- Gap between HOMO and LUMO: 10.28 eV

The geometry in ORCA input format:
```
! RIJCOSX wB97M-V def2-TZVPD def2/J DEFGRID3
* xyz 0 1
C 0.33504 -1.44079 0.93990
C 0.68118 1.10348 0.58734
C -1.32008 -0.23228 -1.09585
C 0.37941 -0.22234 -0.07933
O 0.52196 2.21279 -0.26614
Cl 1.56975 -0.46437 -1.36318
Br -2.77124 0.01776 0.06158
H -0.68311 -1.85528 0.63836
H 1.14183 -2.14480 0.91632
H 0.16176 -0.82973 1.84803
H 1.74908 1.28822 0.89207
H -0.00504 1.14705 1.43759
H -1.21091 0.63895 -1.73144
H -1.21875 -1.20520 -1.61291
H 0.66911 1.98654 -1.17232
*
```

Need the natural (NBO) charges? In units of e they are:
1 C -0.66
2 C -0.14
3 C -0.48
4 C 0.02
5 O -0.72
6 Cl -0.07
7 Br 0.06
8 H 0.23
9 H 0.24
10 H 0.22
11 H 0.20
12 H 0.19
13 H 0.22
14 H 0.23
15 H 0.47

DFT (the ωB97M-V functional and the def2-TZVPD basis) results for a 2-piece molecular cluster, C4H8BrFNOP overall.

Calculated values
- Gap between HOMO and LUMO: 9.19 eV

The geometry in ORCA input format:
```
! RIJCOSX wB97M-V def2-TZVPD def2/J DEFGRID3
* xyz 0 1
O -2.34085 0.25085 -1.21966
P -0.85993 0.51737 -1.85068
Br -0.07422 -1.56260 -2.02739
C -0.06016 1.11926 -0.27468
C 1.46369 0.88503 -0.24869
C 1.49884 -0.48706 0.34977
N 0.45336 -0.71368 1.03603
C -0.53047 0.36749 0.96677
H -2.55657 -0.69448 -1.14637
H -0.30535 2.18433 -0.23135
H 1.89144 1.54553 0.52335
H 2.04780 1.07342 -1.14798
H 2.26396 -1.23981 0.20421
H 0.14608 -1.62038 1.45560
H -0.54883 0.94825 1.89210
H -1.48275 -0.13321 0.80945
F -1.00603 -2.44033 0.90952
*
```

Need the natural (NBO) charges? In units of e they are:
1 O -1.01
2 P 1.07
3 Br -0.23
4 C -0.57
5 C -0.49
6 C 0.22
7 N -0.38
8 C -0.26
9 H 0.53
10 H 0.25
11 H 0.24
12 H 0.25
13 H 0.23
14 H 0.51
15 H 0.22
16 H 0.28
17 F -0.87

DFT (the ωB97M-V functional and the def2-TZVPD basis) results for a 2-piece molecular cluster, C4H8BrI overall.

Calculated values
- Relative energy (zero: lowest compared OMol25 entry of this formula, charge and spin): 223.6 kJ/mol
- Gap between HOMO and LUMO: 9.22 eV

The geometry in ORCA input format:
```
! RIJCOSX wB97M-V def2-TZVPD def2/J DEFGRID3
* xyz 0 1
C -0.64763 1.51835 -2.46789
C -0.39726 -1.32619 -0.78139
C 0.82455 1.41589 -2.51141
C 1.74815 1.12247 -1.60602
Br -2.20120 -0.73303 -1.09083
I 1.78493 2.20115 0.29834
H -1.00284 0.45145 -2.64687
H -0.81628 2.09813 -3.44144
H -1.27470 2.03365 -1.73489
H -0.30501 -2.07056 -1.67750
H 0.10136 -0.47056 -1.03585
H -0.18961 -1.53100 0.25158
H 1.06839 1.00387 -3.42296
H 2.69393 0.71729 -2.03974
*
```

Need the natural (NBO) charges? In units of e they are:
1 C -0.68
2 C -0.64
3 C -0.19
4 C -0.35
5 Br -0.02
6 I 0.08
7 H 0.24
8 H 0.22
9 H 0.24
10 H 0.24
11 H 0.21
12 H 0.24
13 H 0.19
14 H 0.22

DFT (the ωB97M-V functional and the def2-TZVPD basis) results for a single C4H8BrN molecule.

Calculated values
- Relative energy (zero: lowest compared OMol25 entry of this formula, charge and spin): 184.4 kJ/mol
- Gap between HOMO and LUMO: 9.71 eV

The geometry in ORCA input format:
```
! RIJCOSX wB97M-V def2-TZVPD def2/J DEFGRID3
* xyz 0 1
C -0.63777 -1.14548 -0.70685
C 0.07459 -0.12538 0.05844
C 0.29429 1.18375 -0.60101
C 1.10571 -0.24902 1.06427
N -1.29345 -0.61822 0.47374
Br -2.86054 0.41692 0.15605
H -1.15308 -0.96754 -1.67132
H -0.43529 -2.14868 -0.70392
H 0.42356 2.05626 0.10673
H -0.77362 1.31557 -1.01359
H 1.12379 1.03190 -1.24974
H 1.41355 -1.24883 1.38418
H 0.76493 0.19205 1.95956
H 1.95332 0.30670 0.74346
*
```

Need the natural (NBO) charges? In units of e they are:
1 C -0.26
2 C 0.07
3 C -0.62
4 C -0.61
5 N -0.43
6 Br 0.13
7 H 0.21
8 H 0.20
9 H 0.22
10 H 0.22
11 H 0.22
12 H 0.22
13 H 0.23
14 H 0.21

DFT (the ωB97M-V functional and the def2-TZVPD basis) results for a 2-piece molecular cluster, C4H8BrN overall.

Calculated values
- Relative energy (zero: lowest compared OMol25 entry of this formula, charge and spin): 425.6 kJ/mol
- Gap between HOMO and LUMO: 7.67 eV

The geometry in ORCA input format:
```
! RIJCOSX wB97M-V def2-TZVPD def2/J DEFGRID3
* xyz 0 1
C 1.09491 -0.39216 1.55554
C 0.58777 0.52684 -2.23197
C -1.24882 -0.30739 1.61110
C 0.64902 1.37538 -1.09063
N 0.01666 -0.70469 2.14021
Br 1.79840 2.89076 -1.24658
H 2.02993 -0.68566 1.91786
H -0.44098 0.27185 -2.27416
H 1.13502 -0.31407 -1.96770
H 0.83541 0.87304 -3.27048
H -2.04077 -0.95773 1.26321
H -1.06426 0.38892 0.70645
H -1.56646 0.34334 2.44768
H 1.07695 0.20204 0.70290
*
```

Need the natural (NBO) charges? In units of e they are:
1 C -0.07
2 C -0.84
3 C -0.46
4 C 0.03
5 N -0.39
6 Br 0.05
7 H 0.16
8 H 0.26
9 H 0.28
10 H 0.21
11 H 0.21
12 H 0.18
13 H 0.21
14 H 0.15

DFT (the ωB97M-V functional and the def2-TZVPD basis) results for an isolated ion of composition C4H8BrN2 and charge +1.

Calculated values
- Relative energy (zero: lowest compared OMol25 entry of this formula, charge and spin): 480.2 kJ/mol
- Gap between HOMO and LUMO: 9.34 eV

The geometry in ORCA input format:
```
! RIJCOSX wB97M-V def2-TZVPD def2/J DEFGRID3
* xyz 1 1
C 1.77366 0.73279 -0.23249
C 0.34023 0.51043 0.26941
C -1.11381 1.09853 -0.15742
C -1.46462 -1.40266 0.26629
N 2.61843 -0.21798 -0.01348
N -0.74216 -0.31486 -0.42256
Br 4.35848 -0.20678 -0.05258
H 2.19018 1.71129 -0.54789
H 0.48500 0.57718 1.28251
H -1.82366 1.37651 0.56727
H -1.30076 1.69435 -0.99925
H -0.74448 -2.20247 0.55155
H -1.77335 -0.91871 1.21629
H -2.36255 -1.74879 -0.41715
H -0.44060 -0.68882 -1.31049
*
```

Need the natural (NBO) charges? In units of e they are:
1 C 0.03
2 C -0.07
3 C -0.19
4 C -0.42
5 N -0.51
6 N -0.35
7 Br 0.36
8 H 0.21
9 H 0.26
10 H 0.25
11 H 0.24
12 H 0.25
13 H 0.23
14 H 0.26
15 H 0.46

DFT (the ωB97M-V functional and the def2-TZVPD basis) results for C4H8BrN4 as an isolated structure.

Calculated values
- Relative energy (zero: lowest compared OMol25 entry of this formula, charge and spin): 56.2 kJ/mol
- Gap between HOMO and LUMO: 6.85 eV

The geometry in ORCA input format:
```
! RIJCOSX wB97M-V def2-TZVPD def2/J DEFGRID3
* xyz 1 1
C -0.92208 1.22251 1.00368
C 0.84202 1.04030 -0.35227
C 0.48725 -0.38192 -0.78816
C -1.21287 -0.15880 0.92092
N 0.08859 1.79729 0.40828
N -0.26504 -1.01736 0.23841
N -0.26625 -2.30116 0.57828
N 1.97667 1.55189 -0.77114
Br -2.91748 0.32582 -0.36899
H -1.46119 1.98922 1.54901
H -0.08395 -0.21680 -1.86553
H 1.37676 -0.97081 -0.91794
H -1.68664 -0.66280 1.80330
H -0.97679 -3.03361 0.46325
H 0.66384 -2.72580 0.36683
H 2.35941 0.99479 -1.48814
H 1.99775 2.54722 -0.77978
*
```

Need the natural (NBO) charges? In units of e they are:
1 C 0.21
2 C 0.58
3 C -0.31
4 C -0.05
5 N -0.51
6 N -0.24
7 N -0.66
8 N -0.65
9 Br -0.06
10 H 0.27
11 H 0.25
12 H 0.24
13 H 0.30
14 H 0.40
15 H 0.38
16 H 0.41
17 H 0.44

DFT (the ωB97M-V functional and the def2-TZVPD basis) results for C4H8CdO3 as an isolated structure.

Calculated values
- Relative energy (zero: lowest compared OMol25 entry of this formula, charge and spin): 544.8 kJ/mol
- Gap between HOMO and LUMO: 8.80 eV

The geometry in ORCA input format:
```
! RIJCOSX wB97M-V def2-TZVPD def2/J DEFGRID3
* xyz 2 1
C -1.74625 -0.58562 -1.54017
C -0.40445 -0.04105 -1.26548
O -0.38136 1.24602 -1.21347
H -1.66807 -1.68119 -1.45293
H -2.48793 -0.19181 -0.83873
H -2.00195 -0.37845 -2.58968
H 0.42487 -0.47149 -1.84438
H -0.06975 -0.85671 0.64866
O 1.76888 0.74762 0.76865
C 1.38287 0.24767 1.84749
C 0.51969 -0.91342 1.82262
H -0.21258 -0.87154 2.64059
H 1.28052 0.95985 2.68244
H 1.07487 -1.85445 1.79033
Cd 2.10729 2.31882 -0.26686
O 0.41335 2.32576 -1.18909
*
```

Need the natural (NBO) charges? In units of e they are:
1 C -0.72
2 C 0.41
3 O -0.13
4 H 0.28
5 H 0.28
6 H 0.33
7 H 0.23
8 H 0.21
9 O -0.81
10 C 0.55
11 C -0.69
12 H 0.30
13 H 0.20
14 H 0.32
15 Cd 1.80
16 O -0.57

DFT (the ωB97M-V functional and the def2-TZVPD basis) results for a single C4H8Cl2Si molecule.

Calculated values
- Relative energy (zero: lowest compared OMol25 entry of this formula, charge and spin): 0.0 kJ/mol
- Gap between HOMO and LUMO: 11.23 eV

The geometry in ORCA input format:
```
! RIJCOSX wB97M-V def2-TZVPD def2/J DEFGRID3
* xyz 0 1
Cl 2.78199 0.87586 -0.08722
Cl 0.48795 0.87844 2.38681
C -0.29417 2.69869 -0.76736
C -0.22730 1.39183 -0.79854
C -0.89323 -1.99494 0.38744
C 0.53353 -1.51672 0.15712
Si 0.77935 0.36891 0.34450
H 0.30170 3.25388 -0.03299
H -0.98134 3.24682 -1.43380
H -0.82472 0.87764 -1.52199
H -1.54593 -1.54580 -0.36371
H -1.03654 -3.07712 0.27144
H -1.21090 -1.69117 1.38028
H 1.23196 -1.90955 0.89004
H 0.89765 -1.85677 -0.81204
*
```

Need the natural (NBO) charges? In units of e they are:
1 Cl -0.39
2 Cl -0.39
3 C -0.29
4 C -0.74
5 C -0.61
6 C -0.87
7 Si 1.54
8 H 0.20
9 H 0.20
10 H 0.23
11 H 0.20
12 H 0.22
13 H 0.22
14 H 0.24
15 H 0.24

DFT (the ωB97M-V functional and the def2-TZVPD basis) results for C4H8Cl3HgN8Si as an isolated structure.

Calculated values
- ⟨S²⟩: 0.757
- Relative energy (zero: lowest compared OMol25 entry of this formula, charge and spin): 0.0 kJ/mol
- Gap between HOMO and LUMO (alpha / beta): 6.89 / 8.22 eV

The geometry in ORCA input format:
```
! RIJCOSX wB97M-V def2-TZVPD def2/J DEFGRID3
* xyz 0 2
Hg -1.56352 3.09910 -1.93640
N 1.54888 -0.63995 -1.06137
C 2.59840 0.01991 -1.60050
N 3.82012 -0.24680 -1.08199
N 2.52951 0.87239 -2.59136
C 1.32484 1.26567 -2.95347
N 0.28001 1.63626 -3.29143
H 1.59123 -0.89572 -0.08454
H 0.62451 -0.36982 -1.37359
H 3.96881 -1.11356 -0.59759
H 4.60126 0.15767 -1.56860
Cl -4.10149 1.18660 0.32033
Si -2.96721 1.01218 -1.44822
Cl -1.95437 -0.80492 -1.19182
Cl -4.39275 0.59999 -2.89315
N -1.91448 -0.45745 2.44337
C -0.62093 -0.78706 2.49298
N -0.26189 -1.82879 3.28056
N 0.33944 -0.15663 1.84786
C -0.02479 0.92411 1.17269
N -0.35441 1.84816 0.55890
H -2.59718 -0.93423 3.00275
H -2.24360 0.25198 1.80268
H -0.93402 -2.53655 3.51575
H 0.70362 -2.10253 3.23616
*
```

Need the natural (NBO) charges? In units of e they are:
1 Hg 0.54
2 N -0.81
3 C 0.65
4 N -0.79
5 N -0.64
6 C 0.47
7 N -0.54
8 H 0.41
9 H 0.43
10 H 0.40
11 H 0.41
12 Cl -0.44
13 Si 0.74
14 Cl -0.44
15 Cl -0.40
16 N -0.79
17 C 0.65
18 N -0.79
19 N -0.68
20 C 0.44
21 N -0.49
22 H 0.40
23 H 0.44
24 H 0.40
25 H 0.41